(1)
Below is C59H54NO2P2S4Tl as an isolated structure, with properties calculated with ωB97M-V/def2-TZVPD.

Results
* molar mass: 1203.68 g mol⁻¹
* total charge: +2
* energy above the lowest of the compared OMol25 structures with the same formula, charge and spin: 44.9 kJ/mol
* HOMO: -12.22 eV

Last column: Mulliken charge in e.
CARTESIAN COORDINATES (ANGSTROEM)
Tl  -0.0153  0.3037  -0.3631  1.96
C  -2.8031  -5.8469  -1.2359  -0.73
C  -3.8282  -4.8741  -0.6503  -0.99
S  -3.3410  -3.2008  -0.1624  0.15
C  -2.0368  -3.4590  1.0588  -0.73
C  -0.6944  -3.9192  0.5002  -0.55
S  -0.2163  -2.9852  -0.9735  0.31
C  0.6971  -4.2695  -1.8531  -0.21
C  -0.1314  -5.5156  -2.2271  -1.14
S  -1.8685  -5.2717  -2.6908  -0.08
H  -3.3537  -6.7356  -1.5476  0.56
H  -2.0964  -6.1827  -0.4807  0.38
H  -4.3062  -5.3665  0.1996  0.53
H  -4.6185  -4.6927  -1.3822  0.42
H  -2.3696  -4.1618  1.8254  0.76
H  -1.9216  -2.4889  1.5490  -0.05
H  -0.7415  -4.9616  0.2026  0.46
H  0.0765  -3.8215  1.2580  -0.40
H  1.5562  -4.5827  -1.2551  0.39
H  1.0850  -3.7887  -2.7512  -0.28
H  -0.0921  -6.2634  -1.4356  0.48
H  0.3426  -5.9784  -3.0935  0.52
O  0.4101  2.8484  -2.6514  0.07
C  0.9464  4.1003  -2.3790  -0.48
C  1.5603  4.8697  -3.3559  -0.58
C  2.0305  6.1281  -3.0202  -0.67
C  1.8942  6.6083  -1.7226  -0.93
C  1.3467  5.7958  -0.7470  0.18
C  0.8805  4.5170  -1.0571  0.27
P  0.4068  3.3149  0.2325  1.68
C  1.7204  3.6444  1.4598  0.11
C  3.0392  3.8256  1.0377  -0.74
C  4.0460  4.0674  1.9583  -0.74
C  3.7529  4.1277  3.3151  -0.76
C  2.4513  3.9245  3.7460  -0.94
C  1.4424  3.6736  2.8263  -0.64
C  -1.1080  3.9942  0.9765  0.61
C  -1.1361  5.1127  1.8105  -0.16
C  -2.3459  5.6210  2.2552  -0.86
C  -3.5406  5.0294  1.8648  -0.84
C  -3.5255  3.9270  1.0246  -0.46
C  -2.3133  3.4140  0.5877  -0.13
C  -0.4154  2.6682  -3.7248  0.15
C  -0.9322  3.6954  -4.5077  -0.61
C  -1.7288  3.3914  -5.5970  -0.97
C  -2.0379  2.0741  -5.9130  -0.98
C  -1.6002  1.0660  -5.0798  -0.39
C  -0.7923  1.3515  -3.9728  1.22
P  -0.4916  -0.0179  -2.8379  -0.41
C  -2.1417  -0.7432  -2.7285  1.13
C  -3.1077  0.0538  -2.1094  -0.83
C  -4.4382  -0.3198  -2.1438  -0.62
C  -4.8116  -1.4828  -2.8086  -0.82
C  -3.8506  -2.2826  -3.4042  -0.96
C  -2.5109  -1.9205  -3.3602  0.11
C  0.7626  -1.0921  -3.5458  1.01
C  2.0251  -1.1323  -2.9575  0.66
C  3.0546  -1.8436  -3.5522  -0.39
C  2.8265  -2.5243  -4.7397  -0.87
C  1.5721  -2.4863  -5.3347  -0.99
C  0.5431  -1.7653  -4.7496  -0.61
H  1.6668  4.4935  -4.3643  0.65
H  2.5029  6.7379  -3.7785  0.45
H  2.2433  7.5998  -1.4697  0.48
H  1.3050  6.1441  0.2773  0.41
H  3.2814  3.8083  -0.0190  0.48
H  5.0599  4.2258  1.6143  0.49
H  4.5362  4.3404  4.0308  0.44
H  2.2135  3.9712  4.8012  0.52
H  0.4306  3.5192  3.1788  0.62
H  -0.2156  5.5937  2.1139  0.41
H  -2.3575  6.4874  2.9030  0.48
H  -4.4821  5.4332  2.2123  0.42
H  -4.4545  3.4685  0.7118  0.52
H  -2.3053  2.5504  -0.0701  -0.07
H  -0.7175  4.7252  -4.2695  0.61
H  -2.1188  4.1982  -6.2031  0.46
H  -2.6510  1.8412  -6.7718  0.48
H  -1.9243  0.0507  -5.2698  0.30
H  -2.8313  0.9919  -1.6352  0.21
H  -5.1859  0.2993  -1.6666  0.50
H  -5.8547  -1.7671  -2.8501  0.40
H  -4.1333  -3.2010  -3.9023  0.52
H  -1.7699  -2.5814  -3.7820  0.18
H  2.2156  -0.6017  -2.0306  -0.79
H  4.0343  -1.8572  -3.0938  0.63
H  3.6290  -3.0772  -5.2097  0.45
H  1.3959  -3.0083  -6.2655  0.50
H  -0.4173  -1.7229  -5.2442  0.33
S  -0.6006  0.7024  4.0838  -0.19
C  -2.1778  0.4948  3.4584  -0.68
C  -2.1821  0.2954  2.1091  -0.52
C  -0.8683  0.3191  1.5820  -0.29
C  0.0977  0.5220  2.5261  0.37
C  1.5384  0.4867  2.2553  0.85
C  2.4962  0.4609  3.2611  -0.51
C  3.8313  0.3569  2.9250  -1.32
C  4.1941  0.2808  1.5866  -1.29
C  3.1942  0.3254  0.6413  -0.62
N  1.9033  0.4323  0.9645  1.22
H  -3.0258  0.5363  4.1239  0.56
H  -3.0821  0.1385  1.5317  0.56
H  2.1882  0.5137  4.2969  0.46
H  4.5868  0.3303  3.6995  0.55
H  5.2265  0.1941  1.2804  0.57
H  3.4297  0.2881  -0.4152  0.49
C  2.2088  -2.9857  3.9846  -2.09
C  2.3082  -2.7828  2.4965  0.77
O  1.4143  -2.2241  1.8855  0.07
C  3.5104  -3.2837  1.7700  0.38
C  3.5204  -3.2090  0.3763  0.90
C  4.6151  -3.6675  -0.3345  -1.01
C  5.7137  -4.1928  0.3385  -0.82
C  5.7099  -4.2681  1.7228  -0.85
C  4.6075  -3.8209  2.4374  -0.58
H  1.2693  -2.5689  4.3398  0.33
H  3.0409  -2.5032  4.5006  0.43
H  2.2550  -4.0488  4.2281  0.46
H  2.6473  -2.8045  -0.1259  0.31
H  4.6168  -3.6307  -1.4165  0.46
H  6.5694  -4.5512  -0.2185  0.44
H  6.5605  -4.6836  2.2460  0.43
H  4.6111  -3.8948  3.5168  0.46

(2)
Below is C59H57BiN3O9PSb2 as an isolated structure, with properties calculated with ωB97M-V/def2-TZVPD.

Results
* molar mass: 1435.59 g mol⁻¹
* total charge: -2
* HOMO: -1.19 eV

Last column: Mulliken charge in e.
CARTESIAN COORDINATES (ANGSTROEM)
Bi  -0.0156  0.3243  0.1670  1.97
O  -2.3063  3.8894  1.7787  -0.59
C  -3.1677  3.2315  2.5749  0.44
C  -4.0886  3.9892  3.2821  -0.58
C  -5.0641  3.3850  4.0643  -0.50
C  -5.1161  2.0050  4.1346  -0.98
C  -4.1869  1.2386  3.4431  -1.01
C  -3.1815  1.8170  2.6643  0.52
C  -2.2814  1.0613  1.7885  -0.60
O  -0.9877  1.5343  1.7155  -0.56
N  -2.2282  -0.4715  2.1729  0.64
N  -0.8956  -0.8686  2.0011  0.50
C  -0.2774  -1.4582  2.9495  -0.88
C  1.1317  -1.7011  2.9778  0.62
C  1.5977  -2.7034  3.8477  -0.68
C  2.9323  -2.9938  3.9796  -0.90
C  3.8568  -2.2430  3.2454  -0.47
C  3.4370  -1.2340  2.4122  -0.50
C  2.0701  -0.9281  2.2284  -0.33
O  1.7663  0.0773  1.4639  -0.17
H  -1.7083  3.2317  1.3576  -0.17
H  -4.0271  5.0671  3.1987  0.42
H  -5.7815  3.9931  4.6011  0.36
H  -5.8753  1.5141  4.7318  0.39
H  -4.2738  0.1586  3.5129  0.11
H  -0.8546  -1.8193  3.8060  0.26
H  0.8550  -3.2729  4.3964  0.36
H  3.2622  -3.7954  4.6272  0.38
H  4.9153  -2.4558  3.3372  0.41
H  4.1553  -0.6584  1.8399  0.53
O  -1.9390  3.7224  -2.6159  -0.82
C  -1.1735  3.5860  -1.6655  -0.41
O  -1.1887  2.6499  -0.8014  1.25
C  -0.1274  4.6697  -1.3956  0.39
C  -0.2964  5.8973  -2.0253  -1.00
C  0.5026  6.9787  -1.7017  -0.68
C  1.4658  6.8417  -0.7137  -0.99
C  1.6599  5.6168  -0.1003  -0.90
C  0.8979  4.5032  -0.4528  0.95
P  1.2809  2.8552  0.3076  1.29
C  1.5263  3.3454  2.0620  0.86
C  0.7152  4.3029  2.6675  -0.42
C  0.8554  4.5958  4.0157  -0.86
C  1.8170  3.9478  4.7759  -0.67
C  2.6275  2.9902  4.1821  -0.92
C  2.4802  2.6858  2.8384  -0.76
C  3.0662  2.6275  -0.1571  1.15
C  4.1133  3.4876  0.1758  -0.03
C  5.4177  3.1882  -0.1820  -0.77
C  5.7042  2.0205  -0.8785  -0.85
C  4.6754  1.1537  -1.2051  -0.39
C  3.3713  1.4524  -0.8382  0.53
H  -1.0841  5.9724  -2.7637  0.52
H  0.3496  7.9365  -2.1849  0.37
H  2.0711  7.6904  -0.4171  0.41
H  2.3930  5.5377  0.6888  0.31
H  -0.0407  4.8126  2.0887  0.35
H  0.2060  5.3324  4.4738  0.44
H  1.9303  4.1814  5.8281  0.36
H  3.3775  2.4727  4.7690  0.43
H  3.0962  1.9219  2.3866  0.42
H  3.9310  4.3914  0.7397  0.16
H  6.2156  3.8734  0.0819  0.39
H  6.7240  1.7908  -1.1641  0.36
H  4.8730  0.2372  -1.7484  0.47
H  2.5844  0.7769  -1.1403  -0.92
C  -1.5904  -1.5033  -4.8560  -1.44
Sb  -1.8424  -2.3517  -2.8775  0.63
C  -1.5828  -4.3971  -3.6135  -1.46
C  -4.0226  -2.3468  -3.2725  -1.56
C  -4.8029  -2.8850  -2.1324  0.54
C  -5.0503  -4.2577  -2.0781  -0.62
C  -5.7222  -4.8479  -1.0193  -0.76
C  -6.1692  -4.0544  0.0241  -0.84
C  -5.9597  -2.6861  -0.0217  -0.53
C  -5.2798  -2.0657  -1.0761  1.42
C  -5.1247  -0.5980  -1.0580  -2.35
Sb  -3.1130  0.4224  -0.4405  0.85
C  -4.5033  2.1236  -0.1766  -1.79
C  -3.1449  -1.1717  1.2290  -1.03
H  -2.2506  -2.0156  -5.5581  0.44
H  -0.5553  -1.5865  -5.1754  0.37
H  -1.8472  -0.4451  -4.8111  0.39
H  -2.1807  -4.5826  -4.5059  0.42
H  -1.8661  -5.0954  -2.8253  0.37
H  -0.5274  -4.5444  -3.8445  0.37
H  -4.1743  -2.9459  -4.1706  0.80
H  -4.2537  -1.3048  -3.4879  0.38
H  -4.6954  -4.8765  -2.8961  0.35
H  -5.9031  -5.9166  -1.0165  0.37
H  -6.6876  -4.5005  0.8655  0.38
H  -6.3284  -2.0661  0.7898  0.36
H  -5.8094  -0.1465  -0.3392  0.70
H  -5.3253  -0.1592  -2.0384  0.60
H  -5.0933  2.0150  0.7339  0.50
H  -5.1605  2.1658  -1.0448  0.60
H  -3.9070  3.0332  -0.1294  0.23
H  -4.1125  -1.3161  1.7091  0.43
H  -2.5170  -0.6042  3.1487  0.95
H  -2.7221  -2.1394  0.9559  0.33
C  1.4280  2.4870  -3.5626  -0.59
C  2.0444  1.1454  -3.7991  0.27
C  2.9861  0.8186  -4.7742  -0.91
C  3.2976  -0.5399  -4.5774  -1.30
C  2.5330  -0.9511  -3.4820  0.11
C  2.5131  -2.3197  -2.8668  -0.57
N  1.7690  0.0724  -3.0106  0.86
H  1.6235  3.1517  -4.4062  0.42
H  1.8392  2.9559  -2.6605  -0.11
H  0.3461  2.4138  -3.4311  0.08
H  3.3808  1.4840  -5.5317  0.41
H  3.9834  -1.1561  -5.1458  0.40
H  3.5074  -2.6025  -2.5036  0.21
H  2.2012  -3.0808  -3.5929  0.34
H  1.8173  -2.3354  -2.0309  -0.31
O  -0.6443  -3.5994  0.9491  -0.84
C  0.4309  -3.2202  0.4644  -0.23
O  0.6500  -2.1057  -0.1149  0.48
C  1.6149  -4.1780  0.4829  -0.50
C  1.3959  -5.5312  0.6920  -0.63
C  2.4291  -6.4655  0.5961  -1.10
C  3.6749  -5.9764  0.2901  1.05
O  4.8606  -6.6703  0.1307  -0.53
C  5.8200  -5.6987  -0.2562  -0.29
O  5.2351  -4.4165  -0.1948  -0.58
C  3.8991  -4.6234  0.0956  0.64
C  2.8939  -3.6982  0.1850  -0.68
H  0.3886  -5.8489  0.9267  0.49
H  2.2634  -7.5247  0.7413  0.42
H  6.1539  -5.9057  -1.2828  0.26
H  6.6822  -5.7457  0.4193  0.23
H  3.0661  -2.6445  0.0303  1.05

The highest molar mass belongs to which entry?
C59H57BiN3O9PSb2